Record 1
{"formula": "C20H19F3N4O2", "method": "the ωB97M-V functional and the def2-TZVPD basis", "species": ["C", "O", "C", "C", "C", "C", "C", "C", "C", "C", "F", "F", "F", "N", "N", "C", "C", "O", "N", "C", "C", "C", "C", "C", "C", "C", "N", "C", "C", "H", "H", "H", "H", "H", "H", "H", "H", "H", "H", "H", "H", "H", "H", "H", "H", "H", "H", "H"], "xyz": [[-8.87, 0.08, 0.17], [-7.92, -0.91, -0.13], [-6.61, -0.60, -0.06], [-6.10, 0.64, 0.30], [-4.73, 0.85, 0.33], [-3.84, -0.17, 0.00], [-2.39, 0.01, 0.02], [-1.79, 1.31, 0.05], [-0.43, 1.41, 0.06], [0.32, 2.72, 0.06], [-0.52, 3.77, 0.04], [1.12, 2.85, -1.01], [1.09, 2.87, 1.15], [0.31, 0.28, 0.06], [1.62, 0.17, 0.07], [1.88, -1.14, 0.04], [3.23, -1.76, 0.09], [3.32, -2.96, 0.32], [4.31, -0.98, -0.11], [4.30, 0.44, -0.39], [5.63, 0.87, -0.98], [6.78, 0.64, 0.00], [6.53, -0.62, 0.83], [5.62, -1.59, 0.07], [0.70, -1.90, 0.01], [-0.33, -0.97, 0.02], [-1.65, -1.07, 0.00], [-4.36, -1.42, -0.34], [-5.71, -1.63, -0.38], [-8.78, 0.42, 1.20], [-9.84, -0.40, 0.04], [-8.80, 0.93, -0.51], [-6.75, 1.46, 0.56], [-4.37, 1.82, 0.63], [-2.39, 2.21, 0.03], [4.10, 1.00, 0.53], [3.49, 0.66, -1.08], [5.80, 0.31, -1.90], [5.57, 1.93, -1.25], [6.87, 1.50, 0.67], [7.71, 0.55, -0.55], [7.47, -1.12, 1.07], [6.04, -0.36, 1.77], [5.47, -2.51, 0.63], [6.06, -1.84, -0.90], [0.63, -2.96, -0.01], [-3.67, -2.21, -0.58], [-6.12, -2.59, -0.65]], "mulliken_charge": [-0.83, -0.46, 0.96, -0.46, -1.05, 0.61, 1.06, -0.92, 0.29, 0.93, -0.30, -0.26, -0.26, 0.73, -1.36, 0.96, 0.03, -0.72, 0.12, -0.58, -0.92, -0.47, -0.62, -0.88, -1.49, 0.65, -0.56, -0.45, -0.66, 0.34, 0.24, 0.34, 0.39, 0.24, 0.52, 0.23, 0.60, 0.33, 0.37, 0.28, 0.31, 0.37, 0.27, 0.45, 0.25, 0.49, 0.45, 0.42], "fmax_ha_per_bohr": 0.0248, "homo_ev": -8.3, "gap_ha": 0.290, "e_lumo_ev": -0.451, "total_charge": 0, "mol_weight_g_mol": 404.4, "smiles": "COc1ccc(-c2cc(C(F)(F)F)n3nc(C(=O)N4CCCCC4)cc3n2)cc1"}

Record 2
{"formula": "C20H19F6N3S", "method": "the ωB97M-V functional and the def2-TZVPD basis", "species": ["S", "C", "N", "C", "N", "C", "C", "F", "F", "F", "C", "C", "C", "C", "C", "C", "C", "C", "C", "N", "C", "C", "C", "F", "F", "F", "C", "C", "C", "C", "H", "H", "H", "H", "H", "H", "H", "H", "H", "H", "H", "H", "H", "H", "H", "H", "H", "H", "H"], "xyz": [[-2.22, 3.74, 0.46], [-3.83, 3.93, 0.53], [-5.01, 4.07, 0.57], [1.87, -0.82, 5.40], [0.55, -1.22, 4.98], [-0.12, -2.22, 5.79], [0.20, -3.58, 5.23], [-0.31, -4.62, 5.94], [-0.30, -3.66, 3.95], [1.56, -3.76, 5.12], [0.01, -0.77, 3.79], [-1.30, -0.22, 3.74], [-1.76, 0.30, 2.55], [-1.08, 0.07, 1.31], [-1.57, 0.67, 0.12], [-0.99, 0.69, -1.18], [-1.70, 1.32, -2.25], [-1.23, 1.32, -3.54], [-0.07, 0.59, -3.87], [0.44, 0.61, -5.16], [0.34, -0.52, -6.04], [1.20, 1.75, -5.66], [2.61, 1.62, -5.17], [3.48, 2.51, -5.70], [2.63, 1.79, -3.80], [3.10, 0.36, -5.41], [0.62, -0.10, -2.84], [0.28, 0.13, -1.52], [0.07, -0.77, 1.39], [0.73, -0.94, 2.59], [2.07, 0.21, 5.07], [1.90, -0.85, 6.50], [2.65, -1.49, 5.01], [0.28, -2.16, 6.81], [-1.20, -2.08, 5.75], [-1.86, -0.16, 4.67], [-2.68, 0.89, 2.54], [-2.54, 1.17, 0.22], [-2.62, 1.86, -2.01], [-1.73, 1.85, -4.35], [-0.61, -1.04, -5.85], [0.35, -0.15, -7.07], [1.17, -1.23, -5.90], [1.19, 1.71, -6.75], [0.78, 2.68, -5.26], [1.46, -0.74, -3.11], [1.00, -0.11, -0.75], [0.43, -1.30, 0.51], [1.76, -1.30, 2.65]], "mulliken_charge": [-0.40, 0.35, -0.57, -0.99, 0.30, -1.03, 0.98, -0.26, -0.26, -0.28, 0.35, -0.71, -0.98, 0.27, -0.51, 0.38, -0.81, -0.59, -0.11, 0.33, -0.90, -0.96, 0.97, -0.27, -0.25, -0.27, -0.07, -0.87, -0.97, -0.06, 0.35, 0.33, 0.34, 0.39, 0.33, 0.45, 0.42, 0.77, 0.41, 0.48, 0.33, 0.32, 0.29, 0.38, 0.33, 0.41, 0.68, 0.80, 0.39], "fmax_ha_per_bohr": 0.0846, "homo_ev": -6.9, "gap_ha": 0.162, "e_lumo_ev": -2.544, "total_charge": 0, "mol_weight_g_mol": 447.4}

Record 3
{"formula": "C20H19FN2O3", "method": "the ωB97M-V functional and the def2-TZVPD basis", "species": ["O", "C", "N", "C", "C", "C", "C", "C", "C", "F", "H", "H", "H", "H", "H", "C", "H", "H", "C", "C", "H", "H", "C", "H", "H", "C", "N", "C", "O", "C", "C", "C", "C", "C", "C", "C", "O", "H", "H", "H", "H", "H", "H", "H", "H"], "xyz": [[0.58, -4.38, 0.48], [0.51, -3.24, 0.39], [-0.45, -2.45, 0.74], [-1.67, -2.63, 1.39], [-2.35, -3.80, 1.42], [-3.33, -4.06, 2.08], [-3.96, -3.00, 2.77], [-3.62, -1.82, 2.51], [-2.38, -1.56, 1.90], [-1.87, -0.35, 2.07], [-3.94, -1.08, 2.94], [-5.00, -3.28, 2.92], [-3.93, -5.05, 2.07], [-1.53, -4.77, 0.89], [-0.37, -1.25, 0.54], [1.88, -2.30, -0.17], [2.56, -2.99, -0.15], [2.08, -1.50, 0.50], [1.39, -1.93, -1.71], [2.56, -0.73, -2.01], [2.49, 0.06, -1.29], [3.63, -1.14, -2.20], [2.13, -0.02, -3.35], [3.02, 0.74, -3.52], [1.81, -0.72, -4.41], [0.69, 0.76, -3.17], [0.65, 1.82, -1.91], [0.19, 1.32, -0.94], [-0.36, 0.49, -0.51], [0.47, 2.57, 0.15], [0.10, 2.76, 1.27], [0.42, 4.07, 1.87], [1.28, 4.89, 1.22], [1.54, 4.79, -0.04], [1.18, 3.57, -0.64], [1.50, 2.81, -2.13], [1.84, 3.43, -3.08], [2.39, 5.37, -0.52], [1.61, 5.85, 1.66], [0.44, 4.25, 2.90], [-0.44, 2.05, 2.11], [0.86, 1.49, -4.02], [-0.08, 0.27, -3.04], [0.41, -1.26, -1.51], [1.46, -2.54, -2.49]], "mulliken_charge": [-0.58, 0.79, -0.04, 0.79, -0.58, -0.09, -0.50, -1.11, 0.40, -0.18, 0.75, 0.28, 0.29, 0.06, -0.04, -1.38, 0.63, 0.38, -0.31, -0.71, 0.29, 0.39, -0.31, 0.30, 0.29, -1.72, 0.06, 0.36, -0.42, -0.06, 0.79, -0.94, -0.25, -0.49, -0.08, 0.41, -0.51, 0.28, 0.33, 0.38, 0.09, 0.34, 1.01, 0.03, 0.59], "fmax_ha_per_bohr": 0.3370, "homo_ev": -8.5, "gap_ha": 0.303, "e_lumo_ev": -0.282, "total_charge": 0, "mol_weight_g_mol": 354.4}

Record 4
{"formula": "C20H19N3O4", "method": "the ωB97M-V functional and the def2-TZVPD basis", "species": ["C", "C", "O", "C", "O", "C", "C", "N", "C", "C", "C", "O", "O", "C", "C", "C", "C", "C", "C", "N", "C", "C", "C", "C", "C", "N", "C", "H", "H", "H", "H", "H", "H", "H", "H", "H", "H", "H", "H", "H", "H", "H", "H", "H", "H", "H"], "xyz": [[-4.63, 2.47, 1.38], [-3.20, 2.92, 1.15], [-2.36, 1.77, 1.17], [-1.05, 1.99, 1.00], [-0.60, 3.11, 0.84], [-0.26, 0.76, 1.00], [-0.83, -0.46, 1.44], [-0.26, -1.62, 1.34], [1.00, -1.68, 0.86], [1.64, -2.94, 0.79], [0.85, -4.18, 1.05], [-0.23, -4.43, 0.59], [1.54, -5.03, 1.82], [0.90, -6.27, 2.11], [2.97, -3.03, 0.46], [3.71, -1.87, 0.18], [3.10, -0.64, 0.18], [1.73, -0.52, 0.48], [1.04, 0.73, 0.47], [1.65, 1.85, -0.02], [2.01, 1.90, -1.44], [0.74, 2.06, -2.24], [-0.07, 0.95, -2.49], [-1.29, 1.14, -3.11], [-1.67, 2.44, -3.43], [-0.91, 3.49, -3.20], [0.26, 3.31, -2.61], [-4.72, 1.98, 2.34], [-4.93, 1.77, 0.60], [-5.29, 3.33, 1.35], [-3.09, 3.42, 0.18], [-2.87, 3.62, 1.93], [-1.83, -0.45, 1.86], [-0.09, -6.09, 2.54], [1.54, -6.79, 2.82], [0.77, -6.85, 1.20], [3.45, -3.99, 0.42], [4.76, -1.95, -0.03], [3.67, 0.25, -0.01], [1.11, 2.69, 0.22], [2.52, 0.98, -1.72], [2.68, 2.75, -1.59], [0.26, -0.04, -2.21], [-1.94, 0.31, -3.32], [-2.62, 2.65, -3.91], [0.84, 4.20, -2.43]], "mulliken_charge": [-1.27, -0.20, -0.29, 0.83, -0.71, 0.37, -0.84, -0.54, -0.28, 0.94, 0.03, -0.55, -0.32, -0.65, -0.31, -0.96, -0.62, 0.80, -0.09, -0.29, -1.26, 0.65, -0.17, -0.61, -0.31, -0.64, -0.39, 0.33, 0.32, 0.40, 0.31, 0.31, 0.55, 0.29, 0.23, 0.28, 0.49, 0.40, 0.68, 0.51, 0.58, 0.41, 0.48, 0.42, 0.37, 0.35], "fmax_ha_per_bohr": 0.0136, "homo_ev": -8.5, "gap_ha": 0.304, "e_lumo_ev": -0.240, "total_charge": 0, "mol_weight_g_mol": 365.4, "smiles": "CCOC(=O)c1cnc2c(C(=O)OC)cccc2c1NCc1cccnc1"}

Record 5
{"formula": "C20H19O7S2", "method": "the ωB97M-V functional and the def2-TZVPD basis", "species": ["C", "C", "C", "C", "S", "O", "O", "C", "C", "C", "C", "C", "C", "S", "O", "O", "C", "C", "C", "C", "C", "C", "C", "O", "C", "C", "O", "C", "O", "H", "H", "H", "H", "H", "H", "H", "H", "H", "H", "H", "H", "H", "H", "H", "H", "H", "H", "H"], "xyz": [[0.91, -2.89, 3.62], [1.07, -2.38, 2.18], [0.26, -1.11, 2.01], [0.21, -0.36, 0.74], [0.64, 1.37, 0.76], [1.13, 1.66, 2.10], [1.52, 1.58, -0.39], [-0.68, 2.60, 0.53], [-0.84, 3.17, -0.73], [-1.80, 4.16, -0.95], [-2.56, 4.64, 0.12], [-2.34, 4.13, 1.40], [-1.40, 3.12, 1.62], [-0.62, -1.12, -0.63], [-1.96, -1.47, -0.20], [0.27, -2.10, -1.23], [-0.86, 0.01, -2.01], [0.21, 0.28, -2.86], [0.01, 1.00, -4.04], [-1.27, 1.44, -4.37], [-2.34, 1.18, -3.52], [-2.15, 0.45, -2.35], [2.58, -2.14, 1.94], [3.35, -1.92, 2.85], [3.02, -2.32, 0.50], [2.63, -3.70, 0.03], [1.33, -4.20, 0.51], [0.49, -3.46, 1.25], [-0.70, -3.70, 1.31], [-0.14, -3.18, 3.77], [1.55, -3.77, 3.77], [1.21, -2.11, 4.33], [0.61, -0.39, 2.76], [-0.78, -1.40, 2.25], [-0.20, 2.84, -1.54], [-1.92, 4.55, -1.96], [-3.30, 5.42, -0.06], [-2.92, 4.53, 2.24], [-1.19, 2.77, 2.63], [1.20, -0.09, -2.60], [0.86, 1.18, -4.69], [-1.43, 1.99, -5.30], [-3.35, 1.52, -3.78], [-2.97, 0.22, -1.68], [2.61, -1.54, -0.15], [4.11, -2.25, 0.50], [2.56, -3.77, -1.06], [3.36, -4.44, 0.39]], "mulliken_charge": [-2.29, 3.32, -2.29, -0.08, 1.27, -0.75, -0.72, 0.20, -0.32, -0.61, -0.43, -0.54, -0.36, 1.77, -0.79, -0.72, -0.42, -0.24, -0.67, -0.42, -0.66, -0.08, -0.07, -0.66, -0.25, -0.57, -0.40, 0.09, -0.57, 0.47, 0.47, 0.38, 0.64, 0.38, 0.44, 0.40, 0.35, 0.34, 0.41, 0.30, 0.37, 0.37, 0.38, 0.45, -0.01, 0.42, 0.29, 0.40], "fmax_ha_per_bohr": 0.0557, "homo_ev": -4.0, "gap_ha": 0.253, "e_lumo_ev": 2.843, "total_charge": -1, "mol_weight_g_mol": 435.5, "smiles": "C[C@@]1(CC(S(=O)(=O)c2ccccc2)=[S@](=O)([O-])c2ccccc2)C(=O)CCOC1=O"}